No. 1
# C48H43CoN4O3S5SbSi

A structure of composition C48H43CoN4O3S5SbSi at a distorted geometry (the ωB97M-V functional and the def2-TZVPD basis, the Open Molecules 2025 dataset).

```
! RIJCOSX wB97M-V def2-TZVPD def2/J DEFGRID3
* xyz -2 2
Co -0.689 0.330 -0.632
O -4.904 -2.854 -1.389
C -3.899 -3.741 -1.328
C -4.211 -5.093 -1.183
C -3.215 -6.049 -1.134
C -1.882 -5.678 -1.215
C -1.561 -4.341 -1.321
C -2.546 -3.363 -1.375
C -2.118 -1.945 -1.365
O -0.960 -1.652 -0.961
N -3.015 -1.062 -1.765
N -2.617 0.239 -1.637
C -3.434 1.056 -2.168
S -3.364 2.785 -2.047
C -4.501 3.028 -3.461
C -5.603 2.002 -3.339
S -4.824 0.371 -3.052
H -4.490 -1.961 -1.514
H -5.251 -5.371 -1.104
H -3.473 -7.093 -1.015
H -1.097 -6.419 -1.160
H -0.532 -4.017 -1.343
H -3.923 2.899 -4.378
H -4.871 4.049 -3.400
H -6.202 1.928 -4.245
H -6.247 2.217 -2.485
S -0.123 2.593 -1.206
C -0.085 2.556 -2.931
C -0.460 3.732 -3.586
N -0.803 4.701 -4.109
C 0.283 1.453 -3.673
S 0.632 -0.101 -2.931
C 0.302 1.458 -5.063
N 0.335 1.417 -6.217
C -4.563 0.577 2.700
C -3.369 1.261 3.361
C -3.416 2.753 3.041
C -3.462 1.087 4.875
Si -1.763 0.436 2.642
O -1.719 0.624 1.092
C -0.219 1.157 3.508
C 0.135 2.480 3.266
C 1.292 3.030 3.784
C 2.139 2.256 4.558
C 1.821 0.930 4.790
C 0.660 0.391 4.263
C -1.887 -1.402 3.167
C -2.065 -2.340 2.157
C -2.148 -3.694 2.420
C -2.073 -4.146 3.727
C -1.905 -3.232 4.752
C -1.807 -1.880 4.470
H -5.511 1.008 3.036
H -4.567 -0.486 2.931
H -4.496 0.682 1.621
H -4.394 3.176 3.287
H -3.225 2.922 1.985
H -2.665 3.292 3.615
H -4.353 1.583 5.269
H -2.586 1.517 5.362
H -3.519 0.032 5.132
H -0.506 3.077 2.635
H 1.539 4.063 3.572
H 3.051 2.678 4.960
H 2.488 0.307 5.374
H 0.443 -0.653 4.430
H -2.115 -1.984 1.143
H -2.280 -4.405 1.614
H -2.140 -5.208 3.941
H -1.853 -3.575 5.779
H -1.659 -1.189 5.288
S 1.470 0.150 0.739
Sb 2.695 0.298 -1.203
C 3.402 -1.729 -1.650
C 3.637 -2.477 -0.505
C 4.088 -3.781 -0.594
C 4.324 -4.344 -1.838
C 4.100 -3.597 -2.981
C 3.632 -2.294 -2.891
C 3.105 2.074 -2.459
C 3.140 3.272 -1.765
C 3.361 4.461 -2.436
C 3.575 4.445 -3.805
C 3.539 3.249 -4.498
C 3.285 2.060 -3.830
C 4.664 0.710 -0.358
C 5.754 0.601 -1.204
C 7.026 0.927 -0.774
C 7.214 1.380 0.522
C 6.130 1.502 1.374
C 4.861 1.168 0.933
H 3.447 -2.029 0.464
H 4.249 -4.363 0.305
H 4.673 -5.366 -1.915
H 4.284 -4.038 -3.953
H 3.438 -1.727 -3.792
H 2.969 3.271 -0.695
H 3.354 5.399 -1.895
H 3.764 5.370 -4.333
H 3.685 3.236 -5.570
H 3.220 1.132 -4.382
H 5.601 0.250 -2.219
H 7.873 0.836 -1.444
H 8.207 1.640 0.863
H 6.278 1.861 2.385
H 4.003 1.252 1.587
*
```

The value obtained for the HOMO energy (spin up / spin down) is -0.08955 / -0.09021 Eh.



No. 2
# C6H10

An isolated molecule of C6H10 (the ωB97M-V functional and the def2-TZVPD basis, the Open Molecules 2025 dataset).

```
! RIJCOSX wB97M-V def2-TZVPD def2/J DEFGRID3
* xyz 0 1
C 2.743 0.205 0.479
C 1.800 -0.795 -0.210
C 0.444 -0.782 0.368
C -0.725 -0.612 0.619
C -2.144 -0.242 0.710
C -2.440 0.828 -0.354
H 2.517 1.230 0.167
H 2.653 0.159 1.566
H 3.782 -0.008 0.209
H 1.752 -0.489 -1.259
H 2.228 -1.804 -0.189
H -2.381 0.143 1.709
H -2.783 -1.120 0.550
H -2.239 0.438 -1.357
H -3.482 1.158 -0.309
H -1.793 1.698 -0.206
*
```

The value obtained for the HOMO energy is -0.34359 Eh. The energy relative to the best compared isomer or geometry (same formula, charge and spin) comes out at 134.1 kJ/mol. The SMILES is CCC#CCC.



No. 3
# C6H4O

An isolated molecule of C6H4O at a distorted geometry (the ωB97M-V functional and the def2-TZVPD basis, the Open Molecules 2025 dataset).

```
! RIJCOSX wB97M-V def2-TZVPD def2/J DEFGRID3
* xyz 0 1
C -3.589 -0.236 0.692
C -2.371 -0.257 0.639
C -1.006 -0.346 0.693
C -0.154 0.267 -0.131
C 1.177 0.134 -0.223
C 2.509 0.443 -0.653
O 2.116 -0.639 0.252
H -4.654 -0.251 0.733
H -0.430 0.845 -1.017
H 3.082 1.236 -0.192
H 2.861 0.102 -1.613
*
```

The value obtained for the HOMO energy (spin up / spin down) is -0.27281 / -0.27283 Eh. The energy relative to the best compared isomer or geometry (same formula, charge and spin) comes out at 523.7 kJ/mol.



No. 4
# C5H9N3

An isolated molecule of C5H9N3 at a distorted geometry (the ωB97M-V functional and the def2-TZVPD basis, the Open Molecules 2025 dataset).

```
! RIJCOSX wB97M-V def2-TZVPD def2/J DEFGRID3
* xyz 0 1
C 2.315 0.046 -0.549
C 0.320 1.468 0.291
C -1.181 1.423 0.059
C -1.890 0.219 -0.287
C -0.507 -1.502 0.201
H 2.705 0.880 -1.144
H 2.463 -0.922 -1.174
H 2.737 -0.116 0.366
H 0.260 1.475 1.453
H 0.945 2.355 0.046
H -2.084 2.097 0.322
H -2.967 0.352 -0.619
H -0.270 -2.503 0.529
H 1.560 -1.326 0.433
N 0.896 0.134 -0.215
N -1.558 -1.098 -0.437
N 0.707 -0.780 0.866
*
```

The value obtained for the HOMO energy is -0.30011 Eh. The energy relative to the best compared isomer or geometry (same formula, charge and spin) comes out at 590.9 kJ/mol. The SMILES is CN1CC=CN=CN1.



No. 5
# C31H23N5O2ReSSe

A structure of composition C31H23N5O2ReSSe (the ωB97M-V functional and the def2-TZVPD basis, the Open Molecules 2025 dataset).

```
! RIJCOSX wB97M-V def2-TZVPD def2/J DEFGRID3
* xyz 2 2
Re 0.172 -0.682 -0.749
O -2.011 -0.008 -3.645
S -1.895 0.364 -2.280
O -1.979 -0.696 -1.229
N -0.327 0.776 -1.875
C 0.676 1.498 -2.565
C 0.497 2.501 -3.470
C 1.632 3.122 -4.042
C 2.897 2.736 -3.701
C 3.097 1.689 -2.764
C 4.363 1.199 -2.380
C 4.451 0.148 -1.502
C 3.281 -0.426 -0.996
N 2.073 0.030 -1.304
C 1.972 1.076 -2.195
C -2.971 1.663 -1.895
C -3.693 2.244 -2.933
C -4.554 3.286 -2.630
C -4.678 3.725 -1.319
C -3.949 3.130 -0.292
C -3.088 2.088 -0.573
H -0.496 2.824 -3.756
H 1.482 3.914 -4.763
H 3.761 3.212 -4.146
H 5.258 1.644 -2.796
H 5.405 -0.262 -1.205
H 3.319 -1.281 -0.331
H -3.590 1.876 -3.945
H -5.132 3.749 -3.417
H -5.354 4.537 -1.090
H -4.064 3.478 0.725
H -2.527 1.603 0.216
Se 0.642 -2.628 -1.944
C -0.994 -3.605 -1.990
C -1.485 -4.231 -0.850
C -2.674 -4.938 -0.922
C -3.362 -5.017 -2.126
C -2.860 -4.399 -3.264
C -1.668 -3.693 -3.203
H -0.926 -4.187 0.077
H -3.060 -5.438 -0.044
H -4.287 -5.573 -2.180
H -3.393 -4.471 -4.202
H -1.273 -3.211 -4.089
N 4.323 1.352 8.851
C 3.724 1.017 7.931
C 2.977 0.604 6.773
C 3.612 -0.116 5.765
C 2.897 -0.515 4.649
C 1.558 -0.173 4.558
C 0.908 0.539 5.553
C 1.625 0.927 6.671
N 0.809 -0.576 3.394
C -0.377 -1.287 3.398
C -0.735 -1.453 2.105
N 0.226 -0.843 1.307
C 1.137 -0.317 2.133
H 4.657 -0.372 5.866
H 3.372 -1.107 3.877
H -0.137 0.799 5.454
H 1.144 1.485 7.462
H -0.829 -1.623 4.314
H -1.589 -1.955 1.684
H 2.010 0.245 1.843
*
```

The value obtained for the HOMO energy (spin up / spin down) is -0.51683 / -0.51639 Eh. The energy relative to the best compared isomer or geometry (same formula, charge and spin) comes out at 1.0 kJ/mol.



No. 6
# C58H59N4O2

A cluster of 2 separate species, C58H59N4O2 in total at a distorted geometry (the ωB97M-V functional and the def2-TZVPD basis, the Open Molecules 2025 dataset).

```
! RIJCOSX wB97M-V def2-TZVPD def2/J DEFGRID3
* xyz 1 1
C 4.171 -2.729 -3.645
C 4.101 -2.119 -2.294
C 2.898 -2.048 -1.614
C 2.808 -1.479 -0.355
C 1.499 -1.452 0.351
C 3.954 -0.924 0.227
N 3.851 -0.148 1.444
C 3.021 0.917 1.728
C 1.967 1.479 0.848
C 2.225 1.813 -0.512
C 1.057 2.224 -1.335
C 3.550 1.844 -1.089
C 4.667 2.238 -0.330
C 5.908 2.358 -0.901
C 6.089 2.040 -2.233
C 5.022 1.607 -2.997
C 3.768 1.525 -2.444
O 0.831 1.646 1.323
N 3.290 1.342 3.008
C 2.547 2.278 3.829
C 2.388 3.612 3.439
C 2.998 4.130 2.186
C 1.654 4.469 4.238
C 1.094 4.054 5.433
C 0.346 5.018 6.279
C 1.262 2.734 5.813
C 1.969 1.839 5.029
C 2.126 0.432 5.490
C 4.332 0.560 3.492
C 4.651 -0.364 2.556
C 5.185 -1.026 -0.432
C 6.443 -0.532 0.193
C 5.236 -1.616 -1.682
H 5.187 -2.697 -4.041
H 3.855 -3.771 -3.614
H 3.523 -2.193 -4.338
H 2.007 -2.438 -2.075
H 1.621 -1.163 1.397
H 0.821 -0.732 -0.111
H 1.030 -2.437 0.317
H 1.355 2.627 -2.304
H 0.387 1.384 -1.508
H 0.492 3.002 -0.823
H 4.539 2.423 0.720
H 6.743 2.680 -0.300
H 7.068 2.111 -2.671
H 5.170 1.322 -4.025
H 2.942 1.161 -3.028
H 2.839 5.206 2.087
H 4.074 3.946 2.175
H 2.544 3.653 1.317
H 1.515 5.485 3.915
H 0.070 4.576 7.236
H 0.958 5.898 6.480
H -0.566 5.344 5.778
H 0.827 2.393 6.736
H 1.419 0.195 6.288
H 1.949 -0.263 4.668
H 3.131 0.259 5.880
H 4.795 0.680 4.457
H 5.382 -1.152 2.645
H 7.190 -0.290 -0.567
H 6.258 0.370 0.779
H 6.874 -1.290 0.849
H 6.179 -1.675 -2.196
C -5.839 -1.640 -4.356
N -4.587 -1.976 -3.702
C -3.760 -2.963 -4.195
O -3.942 -3.665 -5.167
C -2.527 -2.982 -3.304
C -1.264 -2.697 -4.117
C -1.319 -1.351 -4.769
C -1.944 -1.194 -5.997
C -2.071 0.053 -6.569
C -1.583 1.161 -5.910
C -0.976 1.023 -4.680
C -0.845 -0.227 -4.114
N -2.745 -1.947 -2.248
C -2.063 -1.885 -1.063
C -2.279 -0.895 -0.124
C -1.824 -0.914 1.184
C -2.124 0.096 2.150
C -1.966 -0.160 3.528
C -2.301 0.784 4.468
C -2.783 2.021 4.075
C -2.921 2.310 2.729
C -2.605 1.369 1.779
C -4.058 -1.285 -2.507
C -4.973 -1.403 -1.340
C -5.340 -2.593 -0.877
C -6.149 -2.838 0.318
C -6.528 -4.143 0.632
C -7.324 -4.410 1.725
C -7.752 -3.374 2.529
C -7.371 -2.078 2.252
C -6.573 -1.811 1.160
H -5.983 -2.293 -5.216
H -6.673 -1.771 -3.669
H -5.823 -0.604 -4.688
H -2.470 -3.962 -2.811
H -0.378 -2.765 -3.478
H -1.152 -3.468 -4.885
H -2.353 -2.057 -6.491
H -2.568 0.160 -7.520
H -1.697 2.137 -6.348
H -0.621 1.891 -4.150
H -0.380 -0.339 -3.151
H -1.384 -2.687 -0.837
H -2.915 -0.081 -0.416
H -1.286 -1.784 1.516
H -1.590 -1.118 3.840
H -2.181 0.568 5.516
H -3.032 2.765 4.812
H -3.253 3.289 2.421
H -2.672 1.625 0.736
H -3.883 -0.236 -2.773
H -5.266 -0.511 -0.817
H -5.018 -3.461 -1.426
H -6.192 -4.954 0.009
H -7.619 -5.424 1.944
H -8.388 -3.577 3.374
H -7.704 -1.270 2.884
H -6.271 -0.799 0.961
*
```

The value obtained for the HOMO energy is -0.29575 Eh.



No. 7
# C33H55F6NO12S

A cluster of 6 separate species, C33H55F6NO12S in total at a distorted geometry (the ωB97M-V functional and the def2-TZVPD basis, the Open Molecules 2025 dataset).

```
! RIJCOSX wB97M-V def2-TZVPD def2/J DEFGRID3
* xyz 0 1
O -1.563 -2.629 2.089
S -1.946 -4.087 1.623
O -0.735 -5.072 1.731
F -3.075 -4.642 2.839
N -2.678 -4.087 -0.002
C -4.116 -3.705 0.257
C -5.022 -3.416 -1.077
C -5.349 -1.815 -1.279
C -6.440 -1.197 -0.225
F -7.779 -0.921 -0.859
F -6.716 -2.037 0.963
C -5.878 0.276 0.324
F -4.470 0.136 0.852
F -5.913 1.315 -0.752
F -6.765 0.758 1.436
C -1.946 -3.101 -0.883
C -0.362 -3.544 -1.192
C 0.605 -2.305 -0.727
C 1.346 -2.353 0.736
C 2.306 -1.167 1.360
C 2.535 0.168 0.436
C 1.836 0.207 -1.049
C 0.873 -0.986 -1.682
H -4.642 -4.617 0.819
H -4.105 -2.755 0.964
H -4.492 -3.854 -2.052
H -6.054 -3.959 -0.969
H -4.352 -1.165 -1.351
H -5.842 -1.719 -2.362
H -2.422 -2.954 -1.957
H -1.873 -2.003 -0.424
H -0.234 -3.652 -2.374
H -0.085 -4.589 -0.747
H 1.178 -3.309 1.397
H 2.775 -1.347 2.436
H 3.193 1.031 0.894
H 2.001 1.177 -1.722
H 0.414 -0.855 -2.776
O 0.776 2.354 0.461
C 0.035 3.188 -0.061
O 0.530 4.371 -0.485
C -0.211 5.341 -1.247
C -1.062 6.210 -0.341
C -1.441 2.937 -0.156
H -0.794 4.855 -2.037
H 0.530 5.970 -1.753
H -1.804 5.623 0.206
H -1.586 6.974 -0.921
H -0.437 6.704 0.409
H -1.902 3.151 0.812
H -1.600 1.886 -0.411
H -1.939 3.517 -0.929
O 3.081 -0.876 4.451
C 4.244 -0.661 4.795
O 5.235 -0.647 3.878
C 6.592 -0.250 4.148
C 7.386 -1.396 4.746
C 4.587 -0.497 6.246
H 6.620 0.652 4.768
H 7.033 0.026 3.184
H 6.970 -1.725 5.701
H 8.427 -1.102 4.905
H 7.362 -2.264 4.078
H 4.644 -1.485 6.713
H 3.799 0.088 6.727
H 5.516 0.040 6.422
O -14.037 -0.456 -1.706
C -13.209 -0.230 -0.823
O -12.192 0.630 -1.043
C -11.271 1.085 -0.034
C -10.156 0.078 0.177
C -13.271 -0.970 0.481
H -11.799 1.332 0.893
H -10.842 2.022 -0.405
H -10.537 -0.885 0.525
H -9.436 0.450 0.911
H -9.633 -0.113 -0.765
H -12.837 -1.965 0.347
H -14.318 -1.066 0.778
H -12.766 -0.464 1.301
O 7.136 0.005 1.060
C 7.653 0.989 0.529
O 8.756 1.554 1.065
C 9.527 2.597 0.440
C 8.907 3.958 0.695
C 7.017 1.624 -0.672
H 9.671 2.392 -0.625
H 10.521 2.566 0.898
H 7.900 4.032 0.277
H 9.521 4.749 0.258
H 8.814 4.138 1.771
H 6.185 2.253 -0.344
H 6.640 0.833 -1.326
H 7.703 2.215 -1.275
O 4.862 1.160 -2.226
C 4.738 0.555 -3.291
O 3.939 -0.532 -3.370
C 3.600 -1.209 -4.594
C 4.689 -2.186 -4.995
C 5.537 0.964 -4.493
H 3.363 -0.491 -5.386
H 2.677 -1.764 -4.396
H 5.640 -1.681 -5.181
H 4.405 -2.730 -5.899
H 4.868 -2.907 -4.191
H 6.551 0.566 -4.400
H 5.575 2.055 -4.531
H 5.108 0.641 -5.439
*
```

The value obtained for the HOMO energy is -0.26657 Eh. The SMILES is O=S(=O)(F)N(CCCC(F)(F)C(F)(F)F)CCc1ccccc1.CCOC(C)=O.CCOC(C)=O.CCOC(C)=O.CCOC(C)=O.CCOC(C)=O.



> Number 2 is which compound?

C6H10